Entry 1:
Formula: C35H30N11S2Tc
Source: the Open Molecules 2025 dataset
Level of theory: ωB97M-V/def2-TZVPD

Properties
Charge: +3
Electronic energy in eV: -77016.7054
Strongest force on any atom in eV/A: 1.06
⟨S²⟩: 3.791
Frontier orbital gap (alpha / beta) in eV: 6.01 / 4.47
Multiplicity: 4

Positions of all 79 atoms, in Å:
Tc 0.980 0.287 -0.480
C 5.324 0.013 -1.141
C 3.963 -0.248 -1.251
N 3.071 0.640 -0.811
C 3.528 1.805 -0.291
C 4.887 2.016 -0.162
N 5.779 1.121 -0.574
C 2.474 2.808 -0.035
C 2.666 4.139 0.229
C 1.572 5.024 0.172
C 0.338 4.512 -0.259
C 0.213 3.170 -0.526
N 1.239 2.324 -0.298
C -0.862 2.540 -1.326
C -2.095 3.106 -1.589
N -2.953 2.553 -2.445
C -2.570 1.448 -3.066
C -1.356 0.828 -2.775
N -0.517 1.363 -1.895
C 1.742 6.460 0.424
C 2.845 7.140 -0.081
C 2.934 8.505 0.157
N 2.034 9.189 0.865
C 0.991 8.520 1.355
C 0.788 7.162 1.152
H 6.053 -0.697 -1.511
H 3.593 -1.159 -1.695
H 5.273 2.929 0.277
H 3.651 4.522 0.458
H -0.486 5.187 -0.447
H -2.408 4.021 -1.100
H -3.242 1.026 -3.803
H -1.063 -0.094 -3.260
H 3.601 6.640 -0.673
H 3.764 9.076 -0.239
H 0.283 9.097 1.938
H -0.074 6.667 1.583
N 1.204 -1.686 -0.857
C 1.475 -2.827 -0.756
N 1.793 -4.050 -0.697
C 3.103 -4.490 -0.102
C 2.847 -5.109 1.262
C 1.812 -6.233 1.177
C 0.510 -5.760 0.524
C 0.774 -5.149 -0.841
H 3.775 -3.634 -0.063
H 3.511 -5.221 -0.802
H 2.503 -4.335 1.953
H 3.797 -5.489 1.638
H 1.598 -6.599 2.180
H 2.226 -7.074 0.614
H 0.019 -5.020 1.162
H -0.176 -6.596 0.388
H -0.116 -4.738 -1.313
H 1.228 -5.870 -1.523
S 1.704 -0.018 1.780
C 0.923 -1.480 2.117
N 0.401 -2.489 2.315
S -5.100 -0.936 1.875
C -3.535 -0.737 1.221
C -2.992 -1.428 0.118
C -1.728 -1.133 -0.308
N -0.948 -0.192 0.277
C -1.465 0.476 1.342
C -2.715 0.239 1.827
C -5.764 -2.333 1.008
C -5.226 -3.603 1.152
C -5.842 -4.638 0.466
N -6.919 -4.480 -0.307
C -7.439 -3.258 -0.393
C -6.901 -2.143 0.245
H -3.563 -2.182 -0.406
H -1.305 -1.672 -1.145
H -0.831 1.217 1.809
H -3.063 0.797 2.686
H -4.381 -3.792 1.803
H -5.461 -5.649 0.550
H -8.326 -3.156 -1.006
H -7.366 -1.171 0.149

Löwdin analysis output, partial charges in e:
1 Tc 1.506
2 C -0.038
3 C -0.060
4 N -0.069
5 C -0.197
6 C -0.003
7 N 0.160
8 C -0.183
9 C 0.102
10 C -0.076
11 C 0.098
12 C -0.169
13 N -0.053
14 C -0.188
15 C -0.015
16 N 0.153
17 C -0.044
18 C -0.071
19 N 0.012
20 C -0.193
21 C 0.004
22 C -0.089
23 N 0.110
24 C -0.091
25 C 0.001
26 H 0.138
27 H 0.109
28 H 0.142
29 H 0.140
30 H 0.143
31 H 0.140
32 H 0.137
33 H 0.129
34 H 0.121
35 H 0.125
36 H 0.125
37 H 0.122
38 N 0.011
39 C -0.193
40 N -0.017
41 C -0.081
42 C -0.160
43 C -0.167
44 C -0.164
45 C -0.079
46 H 0.125
47 H 0.143
48 H 0.104
49 H 0.133
50 H 0.127
51 H 0.128
52 H 0.101
53 H 0.131
54 H 0.129
55 H 0.143
56 S 0.711
57 C -0.738
58 N 0.148
59 S 1.151
60 C -0.483
61 C -0.019
62 C -0.135
63 N -0.159
64 C -0.150
65 C -0.051
66 C -0.524
67 C -0.086
68 C -0.113
69 N 0.097
70 C -0.101
71 C -0.063
72 H 0.121
73 H 0.101
74 H 0.097
75 H 0.129
76 H 0.118
77 H 0.118
78 H 0.123
79 H 0.114

***

Entry 2:
Formula: C17H14F2N2O3S
Source: the Open Molecules 2025 dataset
Level of theory: ωB97M-V/def2-TZVPD

Properties
Charge: 0
Electronic energy in eV: -43247.5630
Strongest force on any atom in eV/A: 1.12
Frontier orbital gap in eV: 9.22
Multiplicity: 1

Positions of all 39 atoms, in Å:
C -3.325 4.494 0.973
C -1.848 4.473 1.135
C -1.074 5.228 1.957
C 0.305 4.934 1.855
C 0.578 3.961 0.947
C 1.902 3.385 0.571
N 1.927 1.948 0.739
C 2.161 1.104 -0.285
O 2.456 1.451 -1.411
C 2.044 -0.325 0.106
C 2.283 -1.457 -0.712
C 2.033 -2.512 0.119
C 2.075 -3.993 -0.080
O 0.803 -4.595 0.084
C -0.238 -4.220 -0.704
C -0.196 -3.648 -1.975
F 0.992 -3.400 -2.577
C -1.342 -3.323 -2.680
C -2.585 -3.584 -2.138
C -2.676 -4.173 -0.888
C -1.521 -4.474 -0.197
F -1.616 -5.038 1.019
O 1.674 -2.044 1.328
N 1.682 -0.702 1.310
S -0.877 3.377 0.199
H -3.752 3.518 1.200
H -3.761 5.232 1.642
H -3.597 4.746 -0.052
H -1.473 5.973 2.623
H 1.063 5.433 2.432
H 2.682 3.849 1.184
H 2.126 3.566 -0.486
H 1.652 1.554 1.626
H 2.584 -1.461 -1.737
H 2.514 -4.218 -1.057
H 2.681 -4.454 0.706
H -1.233 -2.876 -3.655
H -3.478 -3.335 -2.687
H -3.628 -4.396 -0.435

natural (NBO) analysis output, partial charges in e:
1 C -0.638
2 C -0.169
3 C -0.273
4 C -0.240
5 C -0.212
6 C -0.260
7 N -0.594
8 C 0.649
9 O -0.605
10 C 0.033
11 C -0.296
12 C 0.267
13 C -0.113
14 O -0.466
15 C 0.158
16 C 0.344
17 F -0.330
18 C -0.280
19 C -0.196
20 C -0.284
21 C 0.381
22 F -0.307
23 O -0.247
24 N -0.109
25 S 0.414
26 H 0.224
27 H 0.225
28 H 0.223
29 H 0.220
30 H 0.220
31 H 0.210
32 H 0.249
33 H 0.418
34 H 0.258
35 H 0.213
36 H 0.221
37 H 0.235
38 H 0.223
39 H 0.234

***

Entry 3:
Formula: C3H8BCl
Source: the Open Molecules 2025 dataset
Level of theory: ωB97M-V/def2-TZVPD

Properties
Charge: 0
Electronic energy in eV: -16434.9940
Strongest force on any atom in eV/A: 3.79
Frontier orbital gap in eV: 8.20
Multiplicity: 1

Positions of all 13 atoms, in Å:
B -0.617 0.591 0.775
C -0.010 0.883 -0.625
C 0.325 0.724 2.000
C -0.001 -1.881 -2.573
Cl -0.695 -3.257 -3.167
H -0.512 0.481 -1.468
H 1.058 0.547 -0.613
H -0.185 2.005 -0.606
H 0.832 -0.305 2.007
H -0.083 0.749 3.027
H 1.102 1.385 1.987
H 0.481 -2.128 -1.575
H -1.696 0.206 0.832

natural (NBO) analysis output, partial charges in e:
1 B 0.631
2 C -0.988
3 C -0.982
4 C -0.195
5 Cl 0.088
6 H 0.240
7 H 0.229
8 H 0.251
9 H 0.249
10 H 0.229
11 H 0.228
12 H 0.108
13 H -0.089

***

Entry 4:
Formula: C2H3N3O2
Source: the Open Molecules 2025 dataset
Level of theory: ωB97M-V/def2-TZVPD

Properties
Charge: 0
Electronic energy in eV: -10685.4902
Strongest force on any atom in eV/A: 5.20
Frontier orbital gap in eV: 10.16
Multiplicity: 1

Positions of all 10 atoms, in Å:
N -1.903 -0.468 -0.331
C -0.627 -0.087 -0.082
N 0.334 -0.925 0.164
C 1.570 -0.265 0.059
O 2.694 -0.684 -0.264
N 1.211 1.055 -0.227
O -0.154 1.212 -0.029
H -2.029 -1.511 0.119
H -2.765 0.113 0.136
H 1.670 1.559 0.456

natural (NBO) analysis output, partial charges in e:
1 N -0.807
2 C 0.692
3 N -0.599
4 C 0.700
5 O -0.564
6 N -0.313
7 O -0.328
8 H 0.431
9 H 0.417
10 H 0.371

***

> What is the strongest force on any atom in the second record?

1.12 eV/A

***

> charge of number 1 (C35H30N11S2Tc)?

+3

***

> electronic energy of number 2 (C17H14F2N2O3S)?

-43247.5630 eV

***

> The highest strongest force on any atom belongs to which entry?

C2H3N3O2